(1)
The following is a quantum chemistry calculation of a structure of composition CH5ClN2, from the OMol25 dataset.

- Energy relative to the best compared isomer or geometry (same formula, charge and spin): 3.503 eV
- E_LUMO: 0.78 eV

Each line ends with the Löwdin charge.
Element x y z (Å)
1 C 1.0448 -0.4883 0.2318  -0.242
2 N 0.1874 0.4330 -0.4038  -0.152
3 N -1.5023 0.5790 0.1695  -0.457
4 Cl -2.2628 -0.8112 -0.5307  0.456
5 H 1.8668 -0.5637 -0.4193  0.054
6 H 1.3612 -0.3761 1.2756  0.067
7 H 0.6864 -1.6244 0.2627  0.111
8 H 0.4968 1.4778 -0.1692  0.133
9 H -1.8784 1.3740 -0.4166  0.031

(2)
The following is a quantum chemistry calculation of a cluster of 2 separate species, C32H38N2O3 in total, from the OMol25 dataset.

- Energy relative to the best compared isomer or geometry (same formula, charge and spin): 2.833 eV
- E_LUMO: -2.07 eV

Each line ends with the Löwdin charge.
Element x y z (Å)
1 C 3.5653 2.6872 2.4631  0.007
2 N 2.9064 1.8151 1.5229  -0.011
3 C 3.6283 1.1166 0.5937  -0.396
4 O 4.8323 1.2374 0.3689  0.072
5 C 2.6739 0.1601 -0.1010  -0.148
6 C 3.0640 -1.3020 0.1422  -0.068
7 C 3.1014 -1.6497 1.6089  -0.229
8 C 4.2236 -1.3206 2.3779  -0.038
9 C 4.2545 -1.6148 3.7400  -0.076
10 C 3.1677 -2.2621 4.3396  -0.088
11 C 2.0606 -2.6251 3.5639  -0.082
12 C 2.0353 -2.3333 2.1999  -0.049
13 N 1.3800 0.5382 0.4586  0.074
14 C 0.2347 -0.0450 0.0509  0.041
15 C -1.0065 0.1403 0.6525  -0.050
16 C -2.1172 -0.6798 0.4388  0.036
17 C -3.4246 -0.3873 0.9864  -0.189
18 C -4.5936 -1.0086 0.4672  0.001
19 C -5.8158 -0.9073 1.1267  -0.063
20 C -5.9260 -0.1468 2.3041  -0.063
21 C -4.8168 0.5764 2.7608  -0.074
22 C -3.6031 0.5121 2.0787  -0.012
23 C 1.4907 1.4934 1.5861  -0.335
24 C 1.1273 0.8887 2.9659  -0.088
25 C 0.6803 2.0680 3.8175  -0.163
26 C 0.3412 3.2378 2.8639  -0.169
27 C 0.6467 2.7930 1.4374  -0.078
28 H 4.5643 2.9068 2.0752  0.103
29 H 3.0029 3.6209 2.5690  0.091
30 H 3.6767 2.2128 3.4518  0.104
31 H 2.7096 0.3814 -1.1827  0.179
32 H 2.3648 -1.9501 -0.4024  0.127
33 H 4.0687 -1.4279 -0.2883  0.139
34 H 5.0755 -0.8345 1.8948  0.119
35 H 5.1365 -1.3478 4.3255  0.108
36 H 3.1914 -2.4937 5.4078  0.105
37 H 1.2167 -3.1485 4.0158  0.107
38 H 1.1826 -2.6219 1.5802  0.118
39 H 0.3127 -0.7062 -0.8159  0.161
40 H -1.1115 0.9615 1.3643  0.086
41 H -1.9633 -1.6974 0.0402  0.141
42 H -4.5062 -1.5747 -0.4663  0.128
43 H -6.6925 -1.4289 0.7379  0.111
44 H -6.8637 -0.1141 2.8604  0.108
45 H -4.8897 1.1913 3.6609  0.108
46 H -2.7690 1.1300 2.4211  0.103
47 H 0.3236 0.1578 2.8260  0.112
48 H 1.9959 0.3568 3.3738  0.111
49 H -0.1889 1.8005 4.4307  0.111
50 H 1.4852 2.3598 4.5051  0.106
51 H -0.7149 3.5135 2.9735  0.110
52 H 0.9332 4.1227 3.1283  0.103
53 H 1.2177 3.5333 0.8630  0.133
54 H -0.2653 2.5702 0.8798  0.108
55 C -1.3143 -0.6135 -7.0364  -0.067
56 C -1.0961 -0.6353 -5.5197  -0.570
57 C 0.3785 -0.3536 -5.2127  -0.046
58 C -1.9905 0.4366 -4.8646  -0.082
59 C -2.0519 0.3891 -3.3255  -0.467
60 O -2.1712 1.4374 -2.6704  -0.051
61 C -1.9782 -0.9073 -2.7229  -0.036
62 C -1.5651 -2.0927 -3.4147  -0.468
63 O -1.2765 -3.1440 -2.8207  -0.055
64 C -1.4974 -2.0139 -4.9554  -0.079
65 H -2.3602 -0.8280 -7.2876  0.081
66 H -1.0655 0.3698 -7.4509  0.082
67 H -0.6866 -1.3576 -7.5393  0.082
68 H 0.5727 -0.3809 -4.1341  0.077
69 H 1.0090 -1.1045 -5.7073  0.084
70 H 0.6499 0.6385 -5.5968  0.084
71 H -1.6513 1.4344 -5.1783  0.120
72 H -3.0126 0.2917 -5.2561  0.128
73 H -2.2065 -0.9848 -1.6756  0.034
74 H -2.4944 -2.2611 -5.3546  0.127
75 H -0.7951 -2.7758 -5.3212  0.120

(3)
The following is a quantum chemistry calculation of a structure of composition C26H23IN2RuSSi, from the OMol25 dataset.

- Energy relative to the best compared isomer or geometry (same formula, charge and spin): 0.000 eV
- Charge: +2
- E_LUMO: -7.07 eV

Each line ends with the Löwdin charge.
Element x y z (Å)
1 Ru 0.0814 0.2944 -0.2686  1.078
2 S 3.7018 -2.1687 0.4793  1.209
3 C 3.6143 -1.9248 -1.2422  -0.429
4 C 4.5178 -2.3260 -2.2248  -0.052
5 C 4.2257 -2.0130 -3.5350  -0.043
6 C 3.0550 -1.3188 -3.8739  -0.047
7 C 2.1586 -0.9256 -2.9047  -0.026
8 C 2.4511 -1.2315 -1.5765  -0.287
9 N 1.6772 -0.9238 -0.4581  -0.068
10 C 2.2145 -1.3549 0.6628  -0.529
11 C 1.4507 -1.1111 1.8743  -0.245
12 C 1.7147 -1.6667 3.1222  -0.005
13 C 0.8096 -1.4746 4.1527  -0.038
14 C -0.3619 -0.7656 3.9190  -0.036
15 C -0.6195 -0.1979 2.6714  -0.111
16 C 0.3026 -0.3358 1.6469  -0.249
17 H 5.4195 -2.8655 -1.9694  0.125
18 H 4.9102 -2.3117 -4.3165  0.123
19 H 2.8529 -1.0968 -4.9125  0.119
20 H 1.2420 -0.4089 -3.1684  0.106
21 H 2.6079 -2.2598 3.2790  0.122
22 H 0.9994 -1.9007 5.1277  0.122
23 H -1.0904 -0.6535 4.7117  0.122
24 H -1.5530 0.3289 2.5145  0.095
25 C 1.8015 2.3748 -0.4577  -0.150
26 Si 0.4073 2.2849 0.8024  0.620
27 C 0.7458 2.7828 2.5224  -0.138
28 C -1.2437 2.4833 0.0043  -0.338
29 C -1.3646 2.7580 -1.3744  -0.101
30 C -2.6024 3.0277 -1.9360  -0.049
31 C -3.7350 3.0394 -1.1308  -0.025
32 C -3.6428 2.7770 0.2341  -0.039
33 C -2.4116 2.4990 0.7955  -0.080
34 H 1.8316 3.4386 -0.7219  0.077
35 H 1.6643 1.8320 -1.4023  0.027
36 H 2.7647 2.0976 -0.0331  0.060
37 H 0.8525 3.8649 2.6254  0.064
38 H 1.6770 2.3155 2.8503  0.064
39 H -0.0544 2.4469 3.1801  0.045
40 H -0.4863 2.7884 -2.0100  0.104
41 H -2.6835 3.2476 -2.9919  0.124
42 H -4.6981 3.2678 -1.5688  0.127
43 H -4.5293 2.8035 0.8531  0.125
44 H -2.3446 2.3199 1.8618  0.105
45 I -1.8740 -5.2266 0.3671  1.007
46 C -2.2420 -3.2654 -0.1777  -0.704
47 C -3.4513 -2.8734 -0.7382  -0.077
48 C -3.6309 -1.5391 -1.0749  -0.010
49 C -2.6101 -0.6412 -0.8519  -0.082
50 N -1.4366 -1.0257 -0.3158  -0.079
51 C -1.2595 -2.3127 0.0222  -0.167
52 H -4.2401 -3.5945 -0.9051  0.119
53 H -4.5582 -1.1924 -1.5081  0.128
54 H -2.7166 0.4058 -1.1002  0.088
55 H -0.3114 -2.5721 0.4692  0.097

(4)
The following is a quantum chemistry calculation of a structure of composition C44H52N8O3RhTe, from the OMol25 dataset.

- 2S+1: 2
- Charge: +2
- E_LUMO (alpha / beta): -6.48 / -7.05 eV

Each line ends with the Löwdin spin population.
Element x y z (Å)
1 Rh -0.1024 -1.8493 -0.9575  0.373
2 N -0.1191 -1.9646 1.2146  -0.006
3 N -1.1006 -2.8075 1.7849  -0.001
4 C -1.3153 -3.9697 1.0963  0.003
5 N -2.3000 -4.7679 1.4622  0.001
6 N -0.4221 -4.2153 0.1250  0.021
7 N -0.3780 -5.3996 -0.5430  0.000
8 O -1.8395 -3.8062 -2.4356  0.002
9 O -1.1693 -6.2713 -0.2713  0.001
10 H 0.7997 -2.2707 1.5353  0.000
11 H -0.2662 -1.0047 1.5010  0.005
12 H -1.8856 -2.3345 2.2103  0.000
13 H -2.8429 -4.6016 2.2958  0.000
14 H -2.3529 -5.6761 1.0114  0.000
15 C 0.0932 0.8856 -3.7510  0.000
16 C -0.8883 -0.1153 -4.3104  0.000
17 C -1.8234 0.2573 -5.2694  0.000
18 C -2.7078 -0.6635 -5.7982  0.000
19 C -2.6969 -1.9731 -5.3421  0.000
20 C -1.7857 -2.3782 -4.3777  0.000
21 C -1.8147 -3.7892 -3.8520  0.000
22 C -0.8644 -1.4445 -3.8916  0.001
23 N 0.1719 -1.8056 -2.9489  0.002
24 C 1.3588 -2.0914 -3.3390  -0.006
25 C 1.7651 -2.2177 -4.7671  -0.001
26 C 2.3573 -2.2493 -2.2384  -0.006
27 C 3.8036 -2.4281 -2.5458  -0.001
28 N 1.8733 -2.1665 -1.0528  0.004
29 C 2.7385 -1.9825 0.0849  0.001
30 C 3.1854 -0.6769 0.3403  0.002
31 C 2.7801 0.4746 -0.5490  0.008
32 C 4.0493 -0.4768 1.4054  0.000
33 C 4.4515 -1.5378 2.2071  0.000
34 C 3.9938 -2.8144 1.9396  0.000
35 C 3.1393 -3.0654 0.8656  0.000
36 C 2.7638 -4.4878 0.5304  0.000
37 H -0.2336 1.9007 -3.9691  0.000
38 H 1.0837 0.7535 -4.1962  0.000
39 H 0.1902 0.7728 -2.6689  0.000
40 H -1.8443 1.2844 -5.6128  0.000
41 H -3.4212 -0.3649 -6.5547  0.000
42 H -3.3958 -2.6952 -5.7457  0.000
43 H -2.6874 -4.3057 -4.2551  0.000
44 H -2.6542 -3.3691 -2.1563  0.000
45 H -0.9250 -4.3450 -4.1537  0.000
46 H 0.9240 -2.0452 -5.4316  0.000
47 H 2.1607 -3.2202 -4.9477  0.000
48 H 2.5599 -1.5088 -5.0077  0.000
49 H 3.9515 -3.3529 -3.1080  0.000
50 H 4.3930 -2.4697 -1.6348  0.000
51 H 4.1684 -1.6066 -3.1659  0.000
52 H 1.7210 0.4178 -0.8080  0.004
53 H 3.3540 0.4646 -1.4799  0.000
54 H 2.9707 1.4261 -0.0526  0.002
55 H 4.4267 0.5209 1.5960  0.000
56 H 5.1388 -1.3679 3.0255  0.000
57 H 4.3241 -3.6477 2.5480  0.000
58 H 2.4008 -5.0101 1.4158  0.000
59 H 3.6509 -5.0253 0.1877  0.000
60 H 2.0065 -4.5469 -0.2444  0.000
61 C 3.4768 6.1613 4.3478  0.005
62 C 2.6343 5.1563 3.6136  0.024
63 C 1.8120 5.5400 2.5609  0.004
64 C 1.0192 4.6286 1.8759  0.036
65 C 0.1919 5.1045 0.7041  0.006
66 C 1.0319 3.2974 2.3242  0.087
67 Te -0.2669 1.9665 1.2164  0.438
68 N -0.7237 0.1539 -0.2558  -0.098
69 C -1.9087 -0.0615 -0.7947  -0.005
70 O -2.1624 -1.2875 -1.0672  -0.025
71 C -2.8690 1.0170 -1.1137  -0.005
72 C -2.4493 2.3145 -1.4004  0.002
73 C -3.3833 3.2994 -1.6789  0.000
74 C -4.7383 2.9911 -1.6893  0.001
75 C -5.1575 1.6905 -1.4402  0.000
76 C -4.2272 0.7038 -1.1569  -0.002
77 C -1.4476 1.2340 2.8198  0.033
78 C -1.0132 0.1900 3.6356  0.007
79 C -1.7975 -0.2530 4.6905  -0.001
80 C -3.0175 0.3569 4.9404  0.002
81 C -3.4449 1.3992 4.1319  0.001
82 C -2.6804 1.8570 3.0608  0.011
83 C -3.1672 3.0305 2.2471  0.011
84 C 1.9259 2.8530 3.3080  0.018
85 C 2.1026 1.4062 3.6834  0.014
86 C 2.6954 3.8089 3.9569  0.000
87 H 3.3409 7.1634 3.9477  0.000
88 H 4.5332 5.8984 4.2816  0.001
89 H 3.2102 6.1698 5.4055  0.002
90 H 1.7968 6.5783 2.2509  0.001
91 H 0.4612 6.1263 0.4453  0.000
92 H -0.8763 5.0880 0.9291  0.002
93 H 0.3616 4.4831 -0.1768  0.000
94 H -1.3941 2.5426 -1.4631  0.000
95 H -3.0514 4.3056 -1.8998  0.000
96 H -5.4652 3.7608 -1.9128  0.000
97 H -6.2099 1.4418 -1.4668  0.000
98 H -4.5384 -0.3139 -0.9593  0.000
99 H -0.0407 -0.2634 3.4949  0.001
100 H -1.4426 -1.0608 5.3178  0.000
101 H -3.6222 0.0427 5.7807  0.000
102 H -4.3904 1.8853 4.3365  0.000
103 H -4.1317 3.3801 2.6089  0.001
104 H -3.2716 2.7728 1.1917  0.002
105 H -2.4615 3.8600 2.3360  0.003
106 H 1.7970 0.7541 2.8642  0.011
107 H 1.5218 1.1643 4.5754  0.001
108 H 3.1485 1.1996 3.9052  0.002
109 H 3.3765 3.4890 4.7381  -0.001

(5)
The following is a quantum chemistry calculation of the molecule C5H7NO2, from the OMol25 dataset.

- Energy relative to the best compared isomer or geometry (same formula, charge and spin): 2.919 eV
- SMILES: Cc1occ(N)c1O
- E_LUMO: 0.42 eV

Each line ends with the Löwdin charge.
Element x y z (Å)
1 C -0.9509 -2.1600 -1.1211  -0.026
2 C -0.3642 -0.8034 -0.7317  -0.221
3 C 0.0222 1.4524 -0.9434  -0.047
4 C 0.3411 1.0453 0.3045  -0.305
5 C 0.1199 -0.3121 0.4557  -0.249
6 H -0.7736 -2.8039 -0.1960  0.081
7 H -0.5480 -2.5111 -2.1088  0.085
8 H -2.1777 -2.0494 -1.0809  0.133
9 H 0.2975 2.3793 -1.4523  0.124
10 H 1.1755 2.6908 1.3339  0.102
11 H 1.4529 1.0575 2.0750  0.142
12 H 0.0555 -1.7749 2.1996  0.204
13 N 0.7145 1.7404 1.5435  0.045
14 O -0.3515 0.2969 -1.6514  -0.021
15 O 0.4149 -0.8600 1.7315  -0.047

Number 1: calculated total energy -610.6628 Eh. Number 2: calculated total energy -1577.3541 Eh. Number 3: calculated total energy -2193.8401 Eh. Number 4: calculated total energy -2749.5835 Eh. Number 5: calculated total energy -399.8583 Eh.